(i)
DFT (the ωB97M-V functional and the def2-TZVPD basis) results for a cluster of 2 separate species, C2H9N3O in total.

Values from the calculation:
* E_HOMO (alpha / beta): -7.2 / -7.2 eV

Structure (ORCA input):
```
! wB97M-V def2-TZVPD RIJCOSX def2/J DEFGRID3
* xyz 0 1
C -1.9191 0.1475 -0.4687
C 0.9803 0.6304 1.0960
N 1.1109 -0.3543 -1.0237
N 0.9616 -1.7843 0.6742
N 0.9328 -0.4737 0.3660
O 0.9641 1.8473 0.5012
H -1.4952 0.8306 0.2480
H -1.8960 -0.9116 -0.1690
H -2.9732 0.2737 -0.4127
H 1.1108 0.7569 2.0859
H 1.4533 -1.1920 -1.4547
H 0.2251 -0.0241 -1.3610
H -1.4148 0.4683 -1.3767
H 0.8330 -1.8982 1.6820
H 1.1264 1.6836 -0.3870
*
```


(ii)
DFT (the ωB97M-V functional and the def2-TZVPD basis) results for a cluster of 2 separate species, C2H9N3O in total.

Values from the calculation:
* E_HOMO (alpha / beta): -7.7 / -7.7 eV

Structure (ORCA input):
```
! wB97M-V def2-TZVPD RIJCOSX def2/J DEFGRID3
* xyz 0 1
C -1.3962 1.6892 0.0418
N -0.3989 -1.5875 -1.0539
C -0.5378 0.4647 -0.1834
N -1.1153 -0.5173 -0.9480
H -0.8731 -2.3751 -1.4739
H 0.3444 -1.7243 -0.3231
H 0.5160 0.6843 -0.4744
H -2.3869 1.4146 0.4066
H -0.9297 2.3351 0.7876
H -1.5190 2.2715 -0.8749
N 2.0801 -0.4250 0.5994
O 1.0132 -1.1178 1.1758
H -0.0914 -0.1450 0.7708
H 2.5427 0.1260 1.3193
H 2.7519 -1.0935 0.2303
*
```


Which is the most stable structure? (i) is the most stable.


(i)
DFT (the ωB97M-V functional and the def2-TZVPD basis) results for the molecule C3H8N2S.

Values from the calculation:
* E_HOMO: -8.8 eV

Structure (ORCA input):
```
! wB97M-V def2-TZVPD RIJCOSX def2/J DEFGRID3
* xyz 0 1
C -2.5450 -1.1130 -0.0562
N -1.3532 -1.2954 0.2410
N -0.4379 -0.4966 -0.4056
C 0.7614 -0.3400 0.3883
C 1.9082 0.5742 -0.2763
S 1.3161 2.2562 -0.6251
H -3.3710 -1.6223 0.4148
H -2.8921 -0.3150 -0.7658
H -0.8992 0.3659 -0.7207
H 0.4266 0.1041 1.3312
H 1.1111 -1.4091 0.6687
H 2.7729 0.6339 0.4154
H 2.2639 0.1462 -1.2474
H 0.9382 2.5108 0.6377
*
```


(ii)
DFT (the ωB97M-V functional and the def2-TZVPD basis) results for the molecule C3H8N2S.

Values from the calculation:
* E_HOMO: -8.4 eV

Structure (ORCA input):
```
! wB97M-V def2-TZVPD RIJCOSX def2/J DEFGRID3
* xyz 0 1
N 0.6070 0.1280 -1.6695
C 0.8399 0.6354 -0.3401
C 0.4582 -0.2450 0.8125
N -0.2233 -1.4743 0.5084
C -0.2917 1.0663 0.5739
S -1.9837 1.0664 0.0178
H -0.0632 -0.6372 -1.6423
H 0.2703 0.8928 -2.2762
H 1.7691 1.2002 -0.3260
H 1.1457 -0.2400 1.6685
H 0.4588 -2.1847 0.2006
H -0.7092 -1.8277 1.3000
H -0.0946 1.8336 1.2777
H -2.1831 -0.2136 -0.1054
*
```


Which is the most stable structure? (ii) is the most stable.


(i)
DFT (the ωB97M-V functional and the def2-TZVPD basis) results for the molecule C3H8N2S.

Values from the calculation:
* E_HOMO: -8.7 eV

Structure (ORCA input):
```
! wB97M-V def2-TZVPD RIJCOSX def2/J DEFGRID3
* xyz 0 1
C 1.4688 -1.2150 -0.2098
C 1.1500 0.1410 0.4946
N 0.4894 1.1663 -0.1916
C -0.7262 1.4365 -0.1353
N -1.9214 0.7684 0.0727
S -2.2493 -0.8575 0.1363
H 0.5970 -1.7720 -0.6737
H 1.9556 -1.8141 0.5928
H 2.1406 -0.9696 -1.0693
H 0.7587 -0.0890 1.4838
H 2.1654 0.5125 0.6840
H -0.8654 2.5072 -0.3164
H -2.7172 1.3374 0.2814
H -2.2461 -1.1521 -1.1496
*
```


(ii)
DFT (the ωB97M-V functional and the def2-TZVPD basis) results for a cluster of 2 separate species, C3H8N2S in total.

Values from the calculation:
* E_HOMO: -8.3 eV

Structure (ORCA input):
```
! wB97M-V def2-TZVPD RIJCOSX def2/J DEFGRID3
* xyz 0 1
C 0.7976 0.3405 -2.2346
C -0.4147 -0.0778 -2.0831
C -0.2615 1.4194 -2.2634
H 1.7934 0.0143 -2.2917
H -1.1290 -0.8470 -1.8468
H -0.3674 2.0102 -1.3901
H -0.7688 1.8144 -3.2035
N -0.5927 -0.7893 2.5129
S 0.8047 -1.1220 1.5991
N 1.0070 0.3779 0.9762
H -0.2998 -0.5009 3.5033
H -1.1251 -0.1526 2.0635
H 1.8060 1.0201 1.1898
H 1.1013 0.2677 0.0025
*
```


Which is the most stable structure? (i) is the most stable.


(i)
DFT (the ωB97M-V functional and the def2-TZVPD basis) results for a cluster of 2 separate species, C5H7NO2 in total.

Values from the calculation:
* E_HOMO: -9.1 eV

Structure (ORCA input):
```
! wB97M-V def2-TZVPD RIJCOSX def2/J DEFGRID3
* xyz 0 1
C 0.1901 2.9344 -0.6802
C -0.2396 1.9680 -1.2721
C 0.2343 -2.2017 1.2357
C -0.3373 -0.9507 0.7438
C -0.4447 0.7627 -2.0766
N -0.1583 0.1533 1.4114
O 1.4439 -2.6363 0.7336
O -0.4116 -2.9715 1.9127
H 0.0438 3.6273 0.1071
H -0.3379 1.0707 -3.1330
H -1.4801 0.3965 -1.9056
H 0.2672 0.1039 -1.6576
H -0.6749 0.9693 1.1905
H 0.2994 0.2799 2.3221
H 1.6059 -3.5057 1.0683
*
```


(ii)
DFT (the ωB97M-V functional and the def2-TZVPD basis) results for a structure of composition C5H7NO2.

Values from the calculation:
* E_HOMO: -9.7 eV

Structure (ORCA input):
```
! wB97M-V def2-TZVPD RIJCOSX def2/J DEFGRID3
* xyz 0 1
C -1.0242 0.2002 -0.0089
C 0.0111 1.3612 -0.0333
C 0.6629 0.9849 -1.4069
C 1.1276 -0.2128 -0.6235
C -0.0524 -0.9468 -0.2215
H -1.3137 -0.9208 1.5299
H -1.7455 0.1694 -0.8204
H -0.4891 2.2732 0.4560
H 0.0590 0.7883 -2.3388
H 1.4878 1.8004 -1.5868
H 2.0061 -0.9269 -0.7964
H 1.0739 0.3099 1.4182
N 1.2252 0.7771 0.5570
O -1.6789 -0.0801 1.2119
O -0.0716 -2.0765 0.2885
*
```


Which is the most stable structure? (ii) is the most stable.


(i)
DFT (the ωB97M-V functional and the def2-TZVPD basis) results for the molecule C5H7NO2.

Values from the calculation:
* E_HOMO (alpha / beta): -8.6 / -8.6 eV

Structure (ORCA input):
```
! wB97M-V def2-TZVPD RIJCOSX def2/J DEFGRID3
* xyz 0 1
C 1.6952 -0.9163 -0.2466
C -0.6452 0.4818 -0.8582
C -1.4526 0.0315 0.1329
C 1.0147 0.4229 -0.0100
C -2.4009 -0.4539 0.8768
O 0.3700 0.3162 1.3947
N -0.8072 1.1219 -1.9315
O 1.5857 1.4738 -0.3046
H 0.5143 1.1819 1.8038
H 0.1038 1.4566 -2.2646
H 2.5912 -0.9471 0.3753
H 2.0263 -0.9779 -1.2826
H 1.0507 -1.7574 0.0065
H -3.4098 -0.5055 0.4729
H -2.2361 -0.9284 1.8351
*
```


(ii)
DFT (the ωB97M-V functional and the def2-TZVPD basis) results for the molecule C5H7NO2.

Values from the calculation:
* E_HOMO: -9.8 eV

Structure (ORCA input):
```
! wB97M-V def2-TZVPD RIJCOSX def2/J DEFGRID3
* xyz 0 1
C 0.3621 0.1410 -3.0288
C 0.0040 0.1361 -1.8499
C -0.3905 0.2484 -0.4119
C 0.1979 -0.9812 0.4881
N -0.5003 -0.9404 1.7574
C 0.2258 1.5578 0.1368
O 0.7170 2.4081 -0.5321
O 0.2873 1.6077 1.4569
H 0.5671 0.0571 -4.0321
H -1.3874 0.4765 -0.3855
H -0.0637 -1.9587 -0.1106
H 1.2247 -0.6912 0.6861
H 0.1552 -1.2877 2.4871
H -1.3981 -1.3921 1.5597
H -0.0012 0.6185 1.7788
*
```


(iii)
DFT (the ωB97M-V functional and the def2-TZVPD basis) results for a structure of composition C5H7NO2.

Values from the calculation:
* E_HOMO: -9.3 eV

Structure (ORCA input):
```
! wB97M-V def2-TZVPD RIJCOSX def2/J DEFGRID3
* xyz 0 1
C 0.5745 -0.5704 -0.3606
C -0.7965 -1.4759 -0.0377
C -1.5000 -0.1920 -0.0180
C 1.6819 -0.2371 0.6291
C 2.8881 -0.2985 -0.0478
H -0.7082 2.3046 -0.7924
H 0.9108 -1.1034 -1.4498
H -0.7700 -1.8704 0.8967
H -1.1530 -2.4977 -0.5942
H 1.5579 0.2870 1.5130
H 2.9734 -0.4656 -1.0891
H 3.9687 0.3885 0.4522
N -0.2167 0.5380 -0.2003
O -0.0382 1.9739 -0.0463
O -2.7556 0.0054 0.2307
*
```


Which is the most stable structure? (ii) is the most stable.


(i)
DFT (the ωB97M-V functional and the def2-TZVPD basis) results for a structure of composition C5H7NO2.

Values from the calculation:
* E_HOMO: -9.2 eV

Structure (ORCA input):
```
! wB97M-V def2-TZVPD RIJCOSX def2/J DEFGRID3
* xyz 0 1
C 0.5887 0.9859 0.2123
C 0.7564 -0.5440 0.4069
C -0.9442 0.5561 0.1652
C -0.7428 -0.1679 -1.1127
C 0.4193 -1.0102 -1.0507
H 0.8367 0.9824 2.1335
H 1.0732 1.4867 -0.6298
H 1.4659 -1.2181 0.9564
H -1.3073 -1.2211 1.2679
H -1.6930 1.1923 0.5228
H -1.0974 0.3366 -2.1785
H 1.1668 -1.0846 -1.8298
N -0.5089 -0.4487 1.0548
O 0.9970 1.6816 1.3420
O -1.0103 -1.5269 -1.2602
*
```


(ii)
DFT (the ωB97M-V functional and the def2-TZVPD basis) results for the molecule C5H7NO2.

Values from the calculation:
* E_HOMO: -8.5 eV

Structure (ORCA input):
```
! wB97M-V def2-TZVPD RIJCOSX def2/J DEFGRID3
* xyz 0 1
C 0.9784 2.0866 1.2302
C 0.6992 1.1445 0.5037
C 0.3353 0.0687 -0.4189
N 1.0848 -0.0130 -1.5902
C -1.1218 -0.2326 -0.6228
O -2.1359 0.4194 0.0896
C -0.3010 -1.2625 0.0493
O -0.5469 -1.4529 1.3995
H 1.0702 2.9464 1.8800
H 1.8910 0.6619 -1.5866
H 1.4485 -0.9020 -1.7890
H -1.4319 -0.3537 -1.6506
H -2.1855 0.1038 1.0530
H 0.1000 -2.1248 -0.4920
H 0.1157 -1.0897 1.9447
*
```


(iii)
DFT (the ωB97M-V functional and the def2-TZVPD basis) results for the molecule C5H7NO2.

Values from the calculation:
* E_HOMO: -8.2 eV

Structure (ORCA input):
```
! wB97M-V def2-TZVPD RIJCOSX def2/J DEFGRID3
* xyz 0 1
C 1.9631 -0.0087 -1.1406
C 0.9709 0.4284 -0.3586
N 0.0190 1.3868 -0.6717
C -1.0908 1.1584 -0.0877
C -1.8095 -0.3843 -0.3008
C 0.6156 -0.1872 0.9568
O -0.1092 0.5183 1.7008
O 1.4111 -1.1462 1.4207
H 2.1501 0.4489 -2.0972
H 2.6494 -0.7554 -0.7784
H -1.8271 1.9461 0.0261
H -2.3687 -0.3319 -1.2315
H -1.2520 -1.3212 -0.3222
H -2.5064 -0.4172 0.5391
H 1.1845 -1.3348 2.3454
*
```


(iv)
DFT (the ωB97M-V functional and the def2-TZVPD basis) results for the molecule C5H7NO2.

Values from the calculation:
* E_HOMO: -10.0 eV

Structure (ORCA input):
```
! wB97M-V def2-TZVPD RIJCOSX def2/J DEFGRID3
* xyz 0 1
C 1.9758 0.2230 0.0881
C 0.5445 0.6100 -0.1504
C -0.3943 -0.6232 -0.1506
O -0.1007 -1.7993 -0.3038
C -1.7913 -0.1674 0.0711
C -3.1898 -0.7647 0.3142
N -2.9116 0.2342 -0.6719
O -2.2029 1.1544 0.1790
H 2.0695 0.4394 1.0920
H 2.6411 0.7603 -0.5698
H 2.0221 -0.8574 -0.1713
H 0.1755 1.0043 -1.1813
H 0.0723 1.3505 0.5170
H -3.3502 -1.7930 0.0038
H -3.7381 -0.4060 1.2939
*
```


Which is the most stable structure? (iii) is the most stable.


(i)
DFT (the ωB97M-V functional and the def2-TZVPD basis) results for a cluster of 6 separate species, C11H35O6 in total.

Values from the calculation:
* E_HOMO: -13.2 eV

Structure (ORCA input):
```
! wB97M-V def2-TZVPD RIJCOSX def2/J DEFGRID3
* xyz 1 1
O 0.7295 -0.1805 -0.2139
H 1.5790 0.3926 -0.3581
H 0.3408 0.0837 0.6736
H 0.3709 0.2178 -0.8275
C 3.8504 1.9442 -0.2491
O 3.3513 0.6474 0.0490
H 3.6597 2.5365 0.6265
H 3.2898 2.1495 -1.0783
H 4.8135 2.0155 -0.3012
H 3.6238 0.5194 0.7829
C 2.2544 -1.2092 -3.8018
O 2.5577 -0.3979 -2.7052
H 1.5776 -2.0650 -3.6892
H 3.1313 -1.5897 -4.2763
H 1.8721 -0.6366 -4.6293
H 3.4750 -0.2592 -2.6974
C -1.7389 -1.4247 -1.6047
C -1.5153 -0.4875 -2.7555
C -2.8074 0.0312 -3.3712
O -0.8935 0.5457 -2.1402
H -1.9005 -0.9623 -0.6700
H -0.9826 -2.1740 -1.4915
H -2.4815 -2.2798 -1.7534
H -0.8661 -1.0061 -3.5852
H -3.4692 0.3939 -2.5274
H -3.5325 -0.7576 -3.7281
H -2.5043 0.7840 -4.0853
H -1.1671 1.4036 -2.5709
C -0.9719 -2.0578 3.8949
C 0.3617 -2.0437 3.1855
C 0.4923 -3.0405 2.0288
O 0.6544 -0.8157 2.6826
H -1.4116 -2.9254 4.2536
H -1.8275 -1.6551 3.1283
H -1.0124 -1.5315 4.7195
H 1.1212 -2.4022 3.7695
H 1.4571 -2.8543 1.4875
H -0.3641 -2.9204 1.3091
H 0.6252 -4.0711 2.3496
H 1.0646 -0.5113 3.4776
C -1.3481 3.7116 1.1013
C -1.2223 2.2567 1.7324
C -2.1067 1.2518 1.2008
O 0.1018 1.7502 1.6482
H -2.3050 4.0392 1.2701
H -1.2196 3.6276 0.0909
H -0.7620 4.5479 1.5974
H -1.4095 2.4125 2.7102
H -1.9621 0.2412 1.5445
H -1.9893 1.0127 0.2314
H -3.1896 1.6039 1.3015
H 0.6057 2.1388 2.2633
*
```


(ii)
DFT (the ωB97M-V functional and the def2-TZVPD basis) results for a cluster of 6 separate species, C11H35O6 in total.

Values from the calculation:
* E_HOMO: -12.7 eV

Structure (ORCA input):
```
! wB97M-V def2-TZVPD RIJCOSX def2/J DEFGRID3
* xyz 1 1
O -0.7162 -0.0427 -0.0555
H -0.5773 -0.8304 0.5499
H -0.8629 0.7699 0.5037
H 0.0014 0.0566 -0.7319
C -3.7595 1.4788 0.3039
C -3.2969 2.5733 -0.6460
O -2.1580 2.1669 -1.3899
H -4.0143 0.5610 -0.2255
H -4.6621 1.8427 0.7894
H -2.9268 1.2856 0.9752
H -3.0332 3.4632 -0.0512
H -4.1299 2.9478 -1.2509
H -1.9822 2.8379 -2.0566
C 1.7980 -3.4550 -0.4392
C 0.5166 -4.1043 -0.9227
O 0.5607 -5.4978 -0.5493
H 1.6408 -2.3759 -0.4048
H 2.6035 -3.7023 -1.1290
H 2.0374 -3.8811 0.5330
H 0.3392 -4.1125 -2.0009
H -0.3756 -3.6773 -0.4464
H 0.2417 -6.0329 -1.2790
C 0.5271 -2.5528 3.6757
C -0.4795 -1.6240 3.0039
O -0.7021 -1.9892 1.6324
H 0.4360 -3.5550 3.2447
H 0.3507 -2.6232 4.7436
H 1.5249 -2.2471 3.3614
H -0.1377 -0.5898 3.0709
H -1.4573 -1.6069 3.4931
H -0.8948 -2.9276 1.5475
C 1.0019 3.6595 1.1399
C 0.5923 2.4264 1.9300
O -0.7496 2.0547 1.6169
H 0.8631 3.5429 0.0630
H 2.0416 3.9512 1.2877
H 0.3730 4.4954 1.4595
H 0.7036 2.6687 2.9912
H 1.2682 1.5903 1.7495
H -1.3061 2.8371 1.6939
C 0.4609 0.2237 -3.1414
C 1.8262 0.4860 -2.5362
C 2.2944 1.9073 -2.8214
O 1.7075 0.2543 -1.1129
H 0.3766 0.4505 -4.2010
H -0.3051 0.8251 -2.6333
H 0.1203 -0.8099 -3.0187
H 2.5454 -0.2355 -2.9312
H 1.8031 2.5819 -2.1149
H 2.0017 2.2470 -3.8133
H 3.3742 2.0075 -2.7152
H 2.5952 0.2800 -0.7414
*
```


Which is the most stable structure? (ii) is the most stable.


(i)
DFT (the ωB97M-V functional and the def2-TZVPD basis) results for the ion C4H12NO with charge +1.

Values from the calculation:
* E_HOMO: -14.8 eV

Structure (ORCA input):
```
! wB97M-V def2-TZVPD RIJCOSX def2/J DEFGRID3
* xyz 1 1
C 1.4555 -0.5010 -1.2623
C 0.1613 -0.2003 -0.5887
N -0.4219 -1.5674 -0.1935
C 0.4841 0.9461 0.5892
C -0.8886 1.4632 1.1154
O -1.7874 0.3878 1.0515
H 2.3836 -0.9563 -0.7725
H 1.9360 0.5147 -1.4809
H 1.2131 -1.0310 -2.2996
H -0.6510 0.0496 -1.3246
H 0.5066 -2.1510 0.2774
H -1.2147 -1.3023 0.4461
H -0.4923 -2.1949 -1.1146
H 1.0051 0.2228 1.3749
H 1.0677 1.7764 0.1128
H -0.8095 1.9465 2.0775
H -1.3377 2.1981 0.4191
H -2.6098 0.3990 1.5729
*
```


(ii)
DFT (the ωB97M-V functional and the def2-TZVPD basis) results for a cluster of 2 separate species, C4H12NO in total.

Values from the calculation:
* E_HOMO: -13.4 eV

Structure (ORCA input):
```
! wB97M-V def2-TZVPD RIJCOSX def2/J DEFGRID3
* xyz 1 1
C 0.0327 0.6040 2.4525
C -0.1450 0.0516 1.0909
C 0.7327 0.8633 0.1547
C 1.4925 0.3167 -0.8006
N 0.8058 -0.5712 -1.8455
H 1.1164 0.8339 2.6609
H -0.5755 1.5271 2.5344
H -0.3310 -0.1131 3.1736
H 0.0897 -0.9488 0.9885
H -1.1747 0.0438 0.9804
H 0.4803 2.0075 0.0932
H 2.5665 0.5037 -1.1172
H 0.3759 0.0937 -2.4643
H 0.0967 -1.1961 -1.4459
H 1.4606 -1.0622 -2.3893
H -2.5110 -1.5403 -1.8670
H -2.5659 -0.5384 -0.7501
O -1.9467 -0.8753 -1.4492
*
```


(iii)
DFT (the ωB97M-V functional and the def2-TZVPD basis) results for a cluster of 3 separate species, C4H12NO in total.

Values from the calculation:
* E_HOMO: -11.8 eV

Structure (ORCA input):
```
! wB97M-V def2-TZVPD RIJCOSX def2/J DEFGRID3
* xyz 1 1
C -0.6196 -2.9599 -0.4718
C -0.1501 -1.8654 -1.3611
C -0.4901 -0.5539 -1.0584
C -0.1508 0.5327 -1.8303
N 0.2382 3.2223 2.8978
H -1.6075 -3.5626 -0.7709
H -0.6607 -2.4977 0.5921
H 0.6715 -2.0958 -1.9997
H 0.1292 -3.8540 -0.4747
H -1.0789 -0.3305 -0.1441
H -0.6390 1.5187 -1.8286
H 0.2750 0.3382 -2.8295
H 0.6439 2.3728 2.4363
H -0.7227 3.3486 2.4262
H 0.1740 3.2042 3.9015
H 0.6388 1.1135 -0.2640
H 2.1157 0.9217 0.2578
O 1.2330 1.1471 0.5214
*
```


(iv)
DFT (the ωB97M-V functional and the def2-TZVPD basis) results for a cluster of 2 separate species, C4H12NO in total.

Values from the calculation:
* E_HOMO: -15.7 eV

Structure (ORCA input):
```
! wB97M-V def2-TZVPD RIJCOSX def2/J DEFGRID3
* xyz 1 1
C -1.5648 -0.4527 -0.5543
N -0.1321 -0.8392 -0.1987
C 0.2073 0.0776 1.0044
C -0.4656 1.3659 0.7009
C -1.5925 1.0512 -0.2952
H -1.7669 -0.7202 -1.5790
H -2.2126 -1.0684 0.0805
H 0.4220 -0.4770 -0.9767
H 0.2577 -1.7320 0.0867
H 1.3099 0.1512 1.1866
H -0.0212 -0.5368 1.8912
H -0.7767 1.8395 1.6156
H 0.2953 1.9114 0.0897
H -1.5864 1.6387 -1.1992
H -2.5681 1.4031 0.0728
H 3.4477 -0.5679 0.0825
H 3.3122 -1.3014 -1.1101
O 2.7172 -0.8546 -0.4874
*
```


Which is the most stable structure? (iv) is the most stable.